Version w
ORCA calculation (the ωB97M-V functional and the def2-TZVPD basis) on a structure of composition C26H42N5O4PS2SiSr.

The calculation puts the HOMO-LUMO gap at 6.705 eV. As for the HOMO energy: -7.227 eV.

Each line ends with the Mulliken charge.
Element x y z (Å)
Sr  0.057  -0.172  0.033  1.670
C  5.646  1.725  -0.263  -0.953
Si  5.056  2.561  1.274  0.126
C  6.051  1.974  2.732  -1.080
C  5.288  4.392  1.043  -1.089
C  3.233  2.326  1.765  0.321
C  2.769  3.207  2.731  -0.268
C  1.448  3.203  3.178  -1.086
C  0.601  2.294  2.602  -0.951
N  1.001  1.406  1.678  -0.226
C  2.299  1.383  1.266  1.169
S  2.770  0.128  0.101  -0.742
H  6.667  2.083  -0.446  0.336
H  5.029  1.991  -1.124  0.349
H  5.656  0.639  -0.177  0.272
H  7.120  2.147  2.571  0.314
H  5.902  0.901  2.890  0.288
H  5.760  2.495  3.649  0.339
H  6.334  4.612  0.805  0.340
H  5.021  4.982  1.924  0.338
H  4.676  4.740  0.206  0.356
H  3.451  3.939  3.154  0.268
H  1.093  3.898  3.925  0.424
H  -0.448  2.260  2.879  0.470
O  -0.994  -2.045  0.487  -1.523
P  -0.131  -3.156  1.065  -1.348
N  -1.052  -4.411  1.533  0.420
C  -0.898  -5.241  2.739  -0.514
C  -1.422  -6.594  2.276  -0.702
C  -2.594  -6.208  1.374  -0.673
C  -2.103  -4.950  0.644  -0.466
N  0.723  -2.717  2.375  1.265
C  0.066  -1.996  3.498  -0.485
C  1.235  -1.558  4.392  -0.589
C  2.374  -2.502  4.013  -0.814
C  2.204  -2.658  2.511  0.067
N  0.950  -3.578  -0.095  0.790
C  0.747  -3.230  -1.527  -0.299
C  1.573  -4.275  -2.278  -0.780
C  1.536  -5.488  -1.355  -0.762
C  1.700  -4.850  0.017  -0.548
H  -1.514  -4.857  3.558  0.399
H  0.136  -5.262  3.078  0.253
H  -1.710  -7.237  3.106  0.408
H  -0.652  -7.110  1.694  0.293
H  -3.468  -5.970  1.982  0.326
H  -2.877  -6.996  0.678  0.372
H  -2.898  -4.222  0.488  0.225
H  -1.683  -5.200  -0.335  0.244
H  -0.636  -2.648  4.020  0.305
H  -0.497  -1.134  3.137  0.208
H  0.973  -1.610  5.447  0.402
H  1.507  -0.526  4.162  0.102
H  2.242  -3.467  4.510  0.282
H  3.357  -2.113  4.272  0.424
H  2.673  -3.559  2.121  0.167
H  2.605  -1.800  1.971  -0.059
H  1.113  -2.223  -1.751  0.189
H  -0.308  -3.286  -1.798  0.347
H  2.602  -3.928  -2.389  0.341
H  1.172  -4.465  -3.272  0.389
H  2.319  -6.213  -1.571  0.393
H  0.570  -5.995  -1.423  0.266
H  2.753  -4.652  0.226  0.341
H  1.300  -5.461  0.828  0.291
N  -1.823  0.757  -1.581  -0.537
C  -1.085  1.833  -2.199  0.769
C  -0.828  1.872  -3.554  -0.892
C  0.021  2.855  -4.058  -0.454
C  0.602  3.790  -3.212  -0.258
C  0.318  3.750  -1.848  -0.844
C  -0.516  2.771  -1.342  -0.093
S  1.742  5.026  -3.824  1.260
O  1.780  4.781  -5.254  -0.724
O  1.124  6.276  -3.426  -0.695
O  2.972  4.716  -3.115  -0.613
H  -2.198  0.101  -2.257  0.167
H  -2.625  1.091  -1.056  0.215
H  -1.272  1.134  -4.216  0.303
H  0.255  2.909  -5.114  0.529
H  0.774  4.483  -1.194  0.412
H  -0.720  2.730  -0.275  0.520

Version x
ORCA calculation (the ωB97M-V functional and the def2-TZVPD basis) on a structure of composition C26H42N5O4PS2SiSr.

The calculation puts the HOMO-LUMO gap at 6.951 eV. As for the HOMO energy: -7.323 eV.

Each line ends with the Mulliken charge.
Element x y z (Å)
Sr  0.725  -0.351  -0.627  2.021
C  -1.107  -5.682  1.175  -0.897
Si  -2.131  -4.500  2.190  0.063
C  -3.822  -4.205  1.421  -0.971
C  -2.406  -5.260  3.885  -1.300
C  -1.305  -2.824  2.482  0.400
C  -1.119  -2.348  3.772  0.189
C  -0.481  -1.138  4.016  -1.087
C  -0.007  -0.441  2.935  -0.875
N  -0.179  -0.849  1.672  -0.539
C  -0.817  -2.017  1.434  0.815
S  -1.022  -2.512  -0.250  -0.652
H  -1.456  -6.705  1.338  0.395
H  -0.063  -5.602  1.491  0.272
H  -1.166  -5.453  0.112  0.260
H  -4.332  -5.157  1.248  0.419
H  -3.733  -3.689  0.463  0.212
H  -4.451  -3.609  2.086  0.241
H  -2.901  -6.228  3.774  0.346
H  -3.038  -4.640  4.523  0.352
H  -1.458  -5.431  4.400  0.335
H  -1.459  -2.938  4.614  0.347
H  -0.297  -0.784  5.019  0.438
H  0.550  0.480  3.069  0.339
O  -0.842  1.283  -1.242  -1.457
P  -2.300  1.656  -1.222  -0.489
N  -2.438  3.289  -1.231  0.258
C  -3.634  4.043  -0.819  -0.410
C  -3.657  5.232  -1.773  -0.738
C  -2.172  5.497  -2.013  -0.655
C  -1.589  4.091  -2.130  -0.580
N  -3.185  1.197  0.075  0.828
C  -2.883  1.686  1.438  -0.727
C  -3.460  0.612  2.359  0.314
C  -4.567  -0.023  1.520  -0.865
C  -3.943  -0.074  0.132  0.037
N  -3.016  1.022  -2.556  0.362
C  -2.690  -0.315  -3.088  0.125
C  -3.987  -0.751  -3.764  -0.773
C  -4.595  0.569  -4.234  -0.753
C  -4.302  1.510  -3.068  -0.189
H  -3.526  4.384  0.215  0.350
H  -4.533  3.430  -0.874  0.324
H  -4.190  6.087  -1.358  0.403
H  -4.144  4.953  -2.711  0.254
H  -1.741  6.008  -1.149  0.323
H  -1.975  6.101  -2.897  0.370
H  -0.545  4.033  -1.826  0.213
H  -1.663  3.723  -3.160  0.329
H  -3.370  2.653  1.599  0.241
H  -1.809  1.814  1.585  0.425
H  -3.812  1.028  3.302  0.489
H  -2.700  -0.135  2.583  -0.599
H  -5.456  0.614  1.508  0.331
H  -4.854  -1.012  1.872  0.340
H  -4.686  -0.113  -0.664  0.231
H  -3.277  -0.937  0.042  -0.219
H  -2.385  -0.999  -2.294  -0.193
H  -1.875  -0.238  -3.814  0.274
H  -4.644  -1.228  -3.033  0.229
H  -3.815  -1.459  -4.573  0.438
H  -5.658  0.504  -4.456  0.381
H  -4.080  0.921  -5.131  0.318
H  -5.092  1.443  -2.311  0.289
H  -4.225  2.554  -3.379  0.011
N  3.290  -0.030  -2.414  -0.302
C  3.418  -0.828  -1.243  0.074
C  2.986  -2.155  -1.255  -0.471
C  2.771  -2.832  -0.056  -0.390
C  3.011  -2.205  1.160  0.003
C  3.490  -0.899  1.170  -0.421
C  3.689  -0.209  -0.020  -0.567
S  2.765  -3.077  2.720  1.138
O  1.666  -3.985  2.432  -0.563
O  4.047  -3.714  2.934  -0.725
O  2.453  -2.007  3.651  -0.661
H  3.407  -0.552  -3.272  0.237
H  3.907  0.771  -2.416  0.240
H  2.754  -2.633  -2.201  0.251
H  2.374  -3.838  -0.055  0.387
H  3.668  -0.425  2.127  0.506
H  4.014  0.827  -0.009  0.303

Consider the structures shown above. The most stable of them is version x.